1.
Molecular formula: C4H7NO2
Method: DFT, ωB97M-V/def2-TZVPD

## Properties
E_LUMO (alpha / beta) = -0.00702 / -0.00699 hartree
relative energy (zero: lowest compared OMol25 entry of this formula, charge and spin) = 590.8 kJ/mol
HOMO (alpha / beta) = -0.344 / -0.344 hartree
frontier orbital gap (alpha / beta) = 9.17 / 9.17 eV
net charge = 0

```
14
C4H7NO2, DFT ωB97M-V/def2-TZVPD
C 0.909 -0.063 -0.082
C -1.854 0.131 -0.358
C 1.576 -0.580 1.163
C 0.153 1.128 0.013
N -1.778 -0.823 -1.416
O 1.018 -0.655 -1.187
O -2.320 0.586 -1.523
H -2.470 0.074 0.547
H 1.895 -1.660 1.161
H 2.541 -0.166 1.250
H 1.165 -0.494 2.173
H 0.016 1.604 0.921
H -0.075 1.733 -0.845
H -0.778 -0.814 -1.818
```

Electronic structure analysis, Mulliken charges in units of e:
1. C 1.098
2. C 0.134
3. C -1.294
4. C -1.066
5. N -0.384
6. O -0.698
7. O -0.301
8. H 0.298
9. H 0.342
10. H 0.355
11. H 0.345
12. H 0.412
13. H 0.340
14. H 0.420

***

2.
Molecular formula: C4H7NO2
Method: DFT, ωB97M-V/def2-TZVPD

## Properties
E_LUMO = 0.01740 hartree
relative energy (zero: lowest compared OMol25 entry of this formula, charge and spin) = 503.1 kJ/mol
HOMO = -0.286 hartree
frontier orbital gap = 8.25 eV
net charge = 0

```
14
C4H7NO2, DFT ωB97M-V/def2-TZVPD
C -1.156 -1.085 -1.870
N -1.323 -0.970 -0.439
C -0.526 -0.389 0.306
C -0.161 -0.310 1.649
O 0.669 0.870 1.878
C 1.333 1.183 0.415
O 0.398 0.877 -0.435
H -1.049 -2.141 -2.144
H -2.056 -0.713 -2.374
H -0.287 -0.529 -2.238
H 0.274 -1.166 2.149
H 0.086 1.616 2.100
H 2.201 0.514 0.502
H 1.596 2.244 0.501
```

Electronic structure analysis, Mulliken charges in units of e:
1. C -0.728
2. N -0.475
3. C 1.036
4. C -0.918
5. O -0.321
6. C -0.094
7. O -0.475
8. H 0.281
9. H 0.241
10. H 0.293
11. H 0.187
12. H 0.403
13. H 0.267
14. H 0.303

***

3.
Molecular formula: C4H7NO2
Method: DFT, ωB97M-V/def2-TZVPD

## Properties
structure (SMILES) = C=C(O)/C(O)=C/N
E_LUMO = 0.03040 hartree
relative energy (zero: lowest compared OMol25 entry of this formula, charge and spin) = 255.6 kJ/mol
HOMO = -0.271 hartree
frontier orbital gap = 8.20 eV
net charge = 0

```
14
C4H7NO2, DFT ωB97M-V/def2-TZVPD
C 0.134 -0.374 0.255
C 0.257 1.010 0.546
N -0.610 -1.916 -1.444
C -0.026 -0.724 -1.069
C 0.538 1.653 1.667
O -0.346 -1.176 1.285
O -0.035 1.708 -0.779
H -0.027 -2.075 1.139
H 0.383 2.583 -0.764
H -1.345 -2.261 -0.844
H -0.810 -2.014 -2.428
H 0.545 -0.237 -1.835
H 0.845 1.096 2.538
H 0.498 2.728 1.732
```

Electronic structure analysis, Mulliken charges in units of e:
1. C 0.130
2. C 0.647
3. N -0.495
4. C -0.233
5. C -0.998
6. O -0.563
7. O -0.525
8. H 0.354
9. H 0.290
10. H 0.208
11. H 0.247
12. H 0.384
13. H 0.280
14. H 0.274

***

4.
Molecular formula: C4H7NO2
Method: DFT, ωB97M-V/def2-TZVPD

## Properties
structure (SMILES) = CO/C(N)=C/C=O
E_LUMO = 0.02692 hartree
relative energy (zero: lowest compared OMol25 entry of this formula, charge and spin) = 152.5 kJ/mol
HOMO = -0.317 hartree
frontier orbital gap = 9.37 eV
net charge = 0

```
14
C4H7NO2, DFT ωB97M-V/def2-TZVPD
C -0.313 -1.783 1.229
C -0.728 0.474 -0.460
C -0.891 1.847 -0.877
O -1.951 2.377 -1.156
C 0.502 -0.074 -0.221
O 0.730 -1.216 0.448
N 1.686 0.433 -0.650
H 0.167 -2.224 2.103
H -1.028 -1.021 1.546
H -0.827 -2.561 0.659
H -1.633 -0.102 -0.311
H 0.044 2.459 -0.886
H 1.713 1.236 -1.252
H 2.527 0.154 -0.171
```

Electronic structure analysis, Mulliken charges in units of e:
1. C -0.772
2. C -0.302
3. C -0.268
4. O -0.535
5. C 0.766
6. O -0.402
7. N -0.424
8. H 0.240
9. H 0.395
10. H 0.291
11. H 0.397
12. H 0.203
13. H 0.179
14. H 0.231

***

5.
Molecular formula: C4H7NO2
Method: DFT, ωB97M-V/def2-TZVPD

## Properties
structure (SMILES) = O[C@@H]1CN=COC1
E_LUMO = 0.02992 hartree
relative energy (zero: lowest compared OMol25 entry of this formula, charge and spin) = 154.6 kJ/mol
HOMO = -0.351 hartree
frontier orbital gap = 10.36 eV
net charge = 0

```
14
C4H7NO2, DFT ωB97M-V/def2-TZVPD
O -1.041 -0.427 1.497
C -0.936 0.030 0.163
C -0.110 1.303 0.231
O 1.227 0.999 0.622
C 1.800 0.032 -0.128
N 1.231 -0.786 -0.903
C -0.211 -0.955 -0.784
H -1.380 -1.325 1.474
H -1.934 0.280 -0.231
H -0.091 1.808 -0.748
H -0.500 1.988 0.988
H 2.880 0.008 0.012
H -0.679 -0.966 -1.777
H -0.257 -1.988 -0.416
```

Electronic structure analysis, Mulliken charges in units of e:
1. O -0.536
2. C 0.131
3. C -0.635
4. O -0.337
5. C 0.115
6. N -0.566
7. C -0.498
8. H 0.335
9. H 0.304
10. H 0.344
11. H 0.325
12. H 0.392
13. H 0.315
14. H 0.312

***

6.
Molecular formula: C4H7NO2
Method: DFT, ωB97M-V/def2-TZVPD

## Properties
structure (SMILES) = C[C@@H](C=O)C(N)=O
E_LUMO = 0.02703 hartree
relative energy (zero: lowest compared OMol25 entry of this formula, charge and spin) = 97.8 kJ/mol
HOMO = -0.356 hartree
frontier orbital gap = 10.42 eV
net charge = 0

```
14
C4H7NO2, DFT ωB97M-V/def2-TZVPD
C 0.688 1.305 -0.605
C 0.414 -0.199 -0.458
C 1.442 -0.885 0.445
O 2.418 -0.353 0.903
C -0.845 -0.415 0.434
O -0.562 -0.501 1.623
N -2.178 -0.350 0.122
H 0.441 1.817 0.328
H 1.747 1.502 -0.808
H 0.096 1.735 -1.418
H 0.513 -0.681 -1.444
H 1.206 -1.955 0.626
H -2.647 -0.642 -0.720
H -2.732 -0.378 0.972
```

Electronic structure analysis, Mulliken charges in units of e:
1. C -1.313
2. C 0.361
3. C -0.050
4. O -0.494
5. C 0.303
6. O -0.582
7. N -0.421
8. H 0.318
9. H 0.344
10. H 0.340
11. H 0.403
12. H 0.320
13. H 0.218
14. H 0.254

***

7.
Molecular formula: C4H7NO2
Method: DFT, ωB97M-V/def2-TZVPD

## Properties
structure (SMILES) = CC1([N+](=O)[O-])CC1
E_LUMO = 0.01572 hartree
relative energy (zero: lowest compared OMol25 entry of this formula, charge and spin) = 522.1 kJ/mol
HOMO = -0.392 hartree
frontier orbital gap = 11.09 eV
net charge = 0

```
14
C4H7NO2, DFT ωB97M-V/def2-TZVPD
C 0.454 1.113 -0.767
C 0.504 1.080 0.731
C -0.179 -0.061 0.110
C 0.640 -1.589 -0.016
N -1.635 -0.092 0.018
O -2.152 -1.221 -0.097
O -2.170 0.959 -0.009
H -0.143 1.749 -1.318
H 1.319 0.788 -1.150
H 1.434 0.953 1.311
H -0.232 1.762 1.192
H 1.360 -1.423 -0.774
H -0.225 -2.180 -0.279
H 1.025 -1.838 1.047
```

Electronic structure analysis, Mulliken charges in units of e:
1. C -0.966
2. C -0.484
3. C 0.634
4. C -1.041
5. N 0.921
6. O -0.632
7. O -0.574
8. H 0.303
9. H 0.301
10. H 0.268
11. H 0.288
12. H 0.360
13. H 0.365
14. H 0.258

***

8.
Molecular formula: C4H7NO2
Method: DFT, ωB97M-V/def2-TZVPD

## Properties
structure (SMILES) = O[C@@H]1CN=COC1
E_LUMO = 0.03007 hartree
relative energy (zero: lowest compared OMol25 entry of this formula, charge and spin) = 137.5 kJ/mol
HOMO = -0.363 hartree
frontier orbital gap = 10.70 eV
net charge = 0

```
14
C4H7NO2, DFT ωB97M-V/def2-TZVPD
O -1.152 -0.520 1.389
C -0.978 0.030 0.096
C -0.174 1.321 0.172
O 1.192 1.076 0.521
C 1.725 -0.086 0.096
N 1.176 -1.048 -0.519
C -0.245 -0.932 -0.834
H -0.532 -1.252 1.493
H -1.976 0.263 -0.297
H -0.200 1.842 -0.793
H -0.566 1.981 0.948
H 2.780 -0.134 0.366
H -0.355 -0.612 -1.878
H -0.694 -1.929 -0.762
```

Electronic structure analysis, Mulliken charges in units of e:
1. O -0.557
2. C 0.016
3. C -0.452
4. O -0.369
5. C 0.107
6. N -0.514
7. C -0.734
8. H 0.373
9. H 0.360
10. H 0.309
11. H 0.319
12. H 0.414
13. H 0.361
14. H 0.366

***

9.
Molecular formula: C4H7NO2
Method: DFT, ωB97M-V/def2-TZVPD

## Properties
E_LUMO (alpha / beta) = 0.00509 / 0.00507 hartree
relative energy (zero: lowest compared OMol25 entry of this formula, charge and spin) = 345.1 kJ/mol
HOMO (alpha / beta) = -0.290 / -0.290 hartree
frontier orbital gap (alpha / beta) = 8.03 / 8.03 eV
net charge = 0

```
14
C4H7NO2, DFT ωB97M-V/def2-TZVPD
O -0.825 0.779 2.102
C -0.132 0.028 1.171
C -0.846 -0.884 0.242
N -0.149 -0.858 -0.867
C 0.866 0.082 -0.952
C 0.782 0.853 0.235
O 1.257 1.920 0.614
H -0.305 1.603 2.156
H 0.608 -0.657 1.649
H -1.644 -1.592 0.409
H -1.610 0.754 -2.613
H -0.316 -1.533 -1.601
H -0.948 0.718 -2.948
H 1.327 0.299 -1.904
```

Electronic structure analysis, Mulliken charges in units of e:
1. O -0.543
2. C 0.389
3. C -0.616
4. N 0.147
5. C -0.945
6. C 0.558
7. O -0.671
8. H 0.357
9. H 0.206
10. H 0.421
11. H 0.059
12. H 0.261
13. H -0.064
14. H 0.442

***

10.
Molecular formula: C4H7NO2
Method: DFT, ωB97M-V/def2-TZVPD

## Properties
structure (SMILES) = O=C[C@]1(CO)CN1
E_LUMO = 0.02281 hartree
relative energy (zero: lowest compared OMol25 entry of this formula, charge and spin) = 219.2 kJ/mol
HOMO = -0.378 hartree
frontier orbital gap = 10.90 eV
net charge = 0

```
14
C4H7NO2, DFT ωB97M-V/def2-TZVPD
O -1.705 -1.482 0.350
C -0.405 -1.385 -0.167
C 0.178 0.014 0.043
C 0.127 1.049 -1.037
N -0.821 1.081 0.052
C 1.310 0.196 1.007
O 1.591 1.271 1.488
H -2.101 -0.605 0.215
H 0.216 -2.125 0.356
H -0.379 -1.640 -1.240
H -0.280 0.763 -2.005
H 0.918 1.796 -1.056
H -0.545 1.782 0.741
H 1.895 -0.713 1.254
```

Electronic structure analysis, Mulliken charges in units of e:
1. O -0.513
2. C -0.561
3. C 1.016
4. C -0.583
5. N -0.689
6. C -0.248
7. O -0.498
8. H 0.355
9. H 0.324
10. H 0.217
11. H 0.279
12. H 0.307
13. H 0.279
14. H 0.313

***

| no. | electronic energy (eV) |
| --- | --- |
| 1 | -9841.156 |
| 2 | -9842.066 |
| 3 | -9844.630 |
| 4 | -9845.699 |
| 5 | -9845.678 |
| 6 | -9846.266 |
| 7 | -9841.868 |
| 8 | -9845.855 |
| 9 | -9843.703 |
| 10 | -9845.008 |